No. 1
DFT (the ωB97M-V functional and the def2-TZVPD basis) results for 3 unconnected molecules or ions with the total composition C4H14O2S.

Results
- Charge: -1
- Kohn-Sham gap (spin up / spin down): 2.21 / 9.18 eV
- Energy relative to the best compared isomer or geometry (same formula, charge and spin): 0.4265 eV
- 2S+1: 2

Geometry as XYZ:
```
21
Properties=species:S:1:pos:R:3:forces:R:3
C 0.845 1.463 2.673 0.1 0.0 0.1
C 0.433 0.151 2.030 -0.5 0.0 0.3
C -0.641 0.308 0.950 0.0 -0.7 0.3
C -2.057 0.386 1.522 0.1 -0.1 0.0
S -3.344 0.343 0.228 -0.1 0.1 0.0
H -0.038 2.033 2.953 -0.1 0.1 0.1
H 1.422 1.293 3.585 0.1 0.0 0.0
H 1.446 2.079 2.004 0.0 0.0 -0.1
H 0.016 -0.493 2.825 0.2 0.0 -0.2
H 1.292 -0.377 1.612 0.1 0.1 0.0
H -0.615 -0.615 0.363 0.0 0.2 -0.3
H -0.401 1.125 0.271 -0.1 0.1 -0.1
H -2.247 1.248 2.165 0.2 0.1 -0.2
H -2.212 -0.507 2.133 -0.1 0.1 0.0
H -2.550 0.466 -0.849 0.1 0.0 0.1
H 0.536 0.688 -2.328 -0.1 0.0 -0.1
H 1.515 -0.412 -2.624 0.0 -0.1 -0.2
O 0.720 0.005 -3.003 0.2 0.1 0.2
H 2.529 -2.954 -6.044 0.0 -0.1 -0.1
H 1.310 -3.426 -5.234 0.0 0.1 0.0
O 2.043 -2.802 -5.230 0.1 0.0 0.1
```
Forces are in eV/Å.

Now the Löwdin charges, all in e:
1. C -0.169
2. C -0.318
3. C -0.352
4. C -0.613
5. S 0.534
6. H 0.058
7. H 0.055
8. H 0.045
9. H 0.099
10. H 0.070
11. H 0.079
12. H 0.063
13. H 0.053
14. H 0.056
15. H -0.171
16. H -0.060
17. H -0.054
18. O -0.278
19. H 0.006
20. H 0.017
21. O -0.120



No. 2
DFT (the ωB97M-V functional and the def2-TZVPD basis) results for 3 unconnected molecules or ions with the total composition C4H14O2S.

Results
- Charge: 0
- Kohn-Sham gap: 9.32 eV
- Energy relative to the best compared isomer or geometry (same formula, charge and spin): 0.0000 eV
- SMILES string: CCCCS.O.O
- 2S+1: 1

Geometry as XYZ:
```
21
Properties=species:S:1:pos:R:3:forces:R:3
C -2.498 0.071 0.289 -0.4 0.1 0.0
C -1.107 0.664 0.172 0.1 0.2 -0.1
C -0.165 0.156 1.254 -0.1 -0.1 -0.1
C 1.235 0.728 1.119 0.0 0.1 0.0
S 2.274 0.094 2.474 0.0 0.1 -0.1
H -3.171 0.438 -0.488 0.1 0.0 -0.1
H -2.479 -1.014 0.201 0.1 -0.1 0.1
H -2.961 0.341 1.241 0.1 -0.1 0.0
H -1.157 1.758 0.210 0.0 0.0 0.1
H -0.691 0.422 -0.811 0.0 -0.1 0.0
H -0.122 -0.931 1.180 0.0 -0.1 0.0
H -0.577 0.397 2.239 0.0 0.0 0.0
H 1.200 1.818 1.165 0.0 0.0 0.0
H 1.674 0.440 0.163 0.0 0.0 0.0
H 3.403 0.734 2.131 -0.1 0.0 0.0
H 1.621 -0.147 -3.589 0.0 0.0 0.0
H 0.835 0.666 -2.553 0.0 0.0 0.0
O 1.459 -0.063 -2.644 0.0 0.0 0.1
H 0.601 -1.565 -1.687 -0.1 0.0 -0.1
H 0.617 -2.813 -0.822 -0.1 0.0 0.0
O 0.010 -2.193 -1.242 0.2 0.0 0.0
```
Forces are in eV/Å.

Now the Löwdin charges, all in e:
1. C -0.111
2. C -0.285
3. C -0.323
4. C -0.582
5. S 0.687
6. H 0.069
7. H 0.072
8. H 0.074
9. H 0.110
10. H 0.080
11. H 0.097
12. H 0.110
13. H 0.073
14. H 0.059
15. H -0.157
16. H 0.058
17. H 0.047
18. O -0.047
19. H -0.010
20. H 0.042
21. O -0.062



No. 3
DFT (the ωB97M-V functional and the def2-TZVPD basis) results for 3 unconnected molecules or ions with the total composition C4H14O2S at a distorted geometry.

Results
- Charge: 0
- Kohn-Sham gap: 9.99 eV
- Energy relative to the best compared isomer or geometry (same formula, charge and spin): 0.6662 eV
- SMILES string: CCCCS.O.O
- 2S+1: 1

Geometry as XYZ:
```
21
Properties=species:S:1:pos:R:3:forces:R:3
C -2.614 1.129 1.049 0.3 0.7 -1.0
C -1.776 1.465 -0.194 0.5 0.6 -0.9
C -0.273 1.179 0.048 -1.0 -2.4 0.2
C 0.825 1.366 -0.992 0.9 0.5 0.6
S 1.993 -0.077 -0.964 -0.3 0.0 -0.1
H -3.667 1.296 0.824 0.0 -0.1 0.1
H -2.454 0.081 1.280 0.0 -0.1 0.4
H -2.327 1.802 1.853 0.0 -0.3 0.3
H -1.944 2.466 -0.605 -0.1 0.2 0.5
H -2.098 0.812 -1.016 0.1 0.0 0.1
H -0.393 0.089 0.110 0.4 -0.1 0.2
H 0.048 1.383 1.069 0.1 0.7 -0.1
H 1.472 2.193 -0.700 -0.2 0.3 -0.3
H 0.509 1.494 -2.021 -0.3 0.1 0.0
H 3.203 0.495 -0.876 -0.2 0.2 0.0
H 0.539 -1.886 -0.808 -0.2 -0.2 -0.1
H -0.763 -2.555 -1.374 0.3 0.1 0.2
O -0.256 -2.386 -0.567 -0.2 0.0 0.0
H -0.238 -1.913 1.483 -0.1 0.3 -0.2
H 0.245 -2.761 2.587 0.1 0.4 0.3
O 0.067 -1.825 2.397 0.0 -0.8 -0.2
```
Forces are in eV/Å.

Now the Löwdin charges, all in e:
1. C -0.099
2. C -0.269
3. C -0.290
4. C -0.491
5. S 0.734
6. H 0.069
7. H 0.071
8. H 0.074
9. H 0.100
10. H 0.103
11. H 0.048
12. H 0.118
13. H 0.062
14. H 0.064
15. H -0.147
16. H -0.063
17. H 0.056
18. O -0.083
19. H -0.018
20. H 0.040
21. O -0.078



No. 4
DFT (the ωB97M-V functional and the def2-TZVPD basis) results for 3 unconnected molecules or ions with the total composition C4H14O2S2 at a distorted geometry.

Results
- Charge: 0
- Kohn-Sham gap: 9.50 eV
- Energy relative to the best compared isomer or geometry (same formula, charge and spin): 1.4423 eV
- SMILES string: CCSSCC.O.O
- 2S+1: 1

Geometry as XYZ:
```
22
Properties=species:S:1:pos:R:3:forces:R:3
C 0.628 1.690 -0.132 -0.8 1.9 -2.0
C -0.651 2.229 0.607 -0.4 -0.4 -2.6
S -1.702 0.991 1.321 -0.7 -0.5 -0.1
S -0.453 0.223 2.686 -0.4 0.1 0.9
C 0.683 -0.914 1.874 0.1 0.4 1.1
C 0.016 -2.230 1.301 1.4 1.1 -3.0
H 0.674 2.465 -0.948 0.9 -0.3 0.8
H 0.497 0.838 -0.828 -0.5 -0.2 1.1
H 1.594 1.623 0.363 -0.3 0.1 0.3
H -1.246 2.750 -0.219 0.4 -0.9 1.1
H -0.590 2.964 1.371 1.1 0.7 0.6
H 1.247 -0.250 1.162 -0.5 -1.5 0.4
H 1.325 -0.921 2.830 -0.4 -1.1 -1.5
H 0.572 -3.155 1.404 0.1 -0.1 1.0
H 0.234 -2.100 0.173 -0.9 -0.1 1.4
H -1.076 -2.420 1.363 0.8 0.6 0.6
H -2.567 -0.413 -0.198 0.7 0.0 -0.3
H -3.890 -0.758 -0.602 -2.3 -0.2 0.3
O -3.039 -0.763 -0.970 1.6 0.1 -0.2
H 3.370 -0.571 -4.282 -0.5 0.0 0.4
H 1.841 -0.699 -4.495 1.2 0.2 1.3
O 2.534 -0.580 -3.781 -0.7 -0.2 -1.7
```
Forces are in eV/Å.

Now the Löwdin charges, all in e:
1. C -0.162
2. C -0.598
3. S 0.512
4. S 0.492
5. C -0.583
6. C -0.143
7. H 0.075
8. H 0.082
9. H 0.062
10. H 0.094
11. H 0.040
12. H 0.036
13. H 0.069
14. H 0.049
15. H 0.089
16. H 0.071
17. H -0.096
18. H -0.005
19. O -0.084
20. H 0.034
21. H 0.063
22. O -0.097



No. 5
DFT (the ωB97M-V functional and the def2-TZVPD basis) results for a molecular structure, C4H14O2SSi2 at a distorted geometry.

Results
- Charge: 0
- Kohn-Sham gap: 7.24 eV
- Energy relative to the best compared isomer or geometry (same formula, charge and spin): 2.0249 eV
- 2S+1: 1

Geometry as XYZ:
```
23
Properties=species:S:1:pos:R:3:forces:R:3
C 0.755 -3.436 -0.404 0.4 0.1 -0.3
C -1.021 -2.168 -2.497 0.7 -1.2 2.3
C 1.717 2.847 1.587 -3.0 -0.4 0.1
C -1.432 2.932 0.920 -0.4 -0.3 -0.7
O -0.054 0.888 -1.183 -0.7 0.2 -0.8
O 1.827 -0.076 0.050 -0.9 -0.4 0.5
Si -0.799 -2.408 -0.580 2.0 1.5 -2.1
Si -0.020 1.933 1.561 1.6 -0.6 -0.3
S 0.364 0.160 0.012 0.6 -0.5 0.1
H 1.657 -2.786 -0.648 -1.1 -0.8 0.3
H 0.809 -3.793 0.611 0.5 -0.1 0.5
H 0.747 -4.359 -1.040 -0.1 1.0 0.3
H -0.571 -3.072 -2.905 0.3 0.0 -0.1
H -2.057 -2.307 -2.653 -1.2 0.7 -0.7
H -0.511 -1.299 -2.854 -0.2 0.6 -0.4
H 1.880 3.432 0.712 0.0 0.6 -0.5
H 1.640 3.422 2.499 0.2 0.5 0.2
H 2.486 2.151 1.670 1.3 -1.4 0.2
H -2.396 2.923 1.405 -0.2 -0.6 0.6
H -1.146 3.966 0.987 0.3 0.6 -0.4
H -1.629 2.618 -0.124 0.4 0.4 0.3
H -2.041 -2.863 0.001 -0.4 -0.1 0.6
H -0.204 1.295 2.873 -0.2 0.0 0.2
```
Forces are in eV/Å.

Now the Löwdin charges, all in e:
1. C -0.274
2. C -0.218
3. C -0.190
4. C -0.237
5. O -0.544
6. O -0.520
7. Si 0.742
8. Si 0.635
9. S 0.472
10. H 0.054
11. H 0.003
12. H 0.044
13. H 0.021
14. H -0.005
15. H 0.013
16. H 0.024
17. H 0.017
18. H -0.009
19. H 0.023
20. H 0.023
21. H 0.036
22. H -0.066
23. H -0.042



No. 6
DFT (the ωB97M-V functional and the def2-TZVPD basis) results for 2 unconnected molecules or ions with the total composition C4H14O2Si2 at a distorted geometry.

Results
- Charge: 0
- Kohn-Sham gap: 9.85 eV
- Energy relative to the best compared isomer or geometry (same formula, charge and spin): 3.2283 eV
- SMILES string: C[Si](C)(C)O.C[SiH]=O
- 2S+1: 1

Geometry as XYZ:
```
22
Properties=species:S:1:pos:R:3:forces:R:3
C -3.683 -0.576 -0.491 3.6 0.1 1.1
C 3.046 0.619 -0.834 -4.2 2.0 -0.4
C 1.287 0.639 1.771 -2.9 -1.3 -0.5
C 0.588 -1.174 -0.932 3.9 2.8 -2.0
O -2.333 2.038 0.071 0.0 -0.3 0.5
O 0.679 1.875 -0.710 0.4 -0.9 -0.4
Si -3.129 0.881 0.673 -0.6 -0.9 -0.8
Si 1.292 0.422 -0.145 0.6 0.9 0.4
H -2.819 -0.611 -1.262 -2.2 0.5 0.4
H -3.486 -1.538 -0.017 0.1 -0.1 0.7
H -4.711 -0.672 -0.710 -1.0 0.5 -1.1
H 3.792 0.050 -0.539 3.5 -2.9 1.4
H 3.034 0.769 -1.880 -0.2 -0.5 -1.5
H 3.231 1.615 -0.551 0.6 1.5 0.9
H 1.636 -0.265 2.239 0.2 -0.5 0.4
H 1.859 1.435 2.113 1.4 1.5 0.2
H 0.256 0.876 2.245 1.3 -0.6 -1.0
H 1.183 -2.058 -0.863 0.1 -0.7 0.7
H -0.401 -1.297 -1.023 -3.8 -0.9 0.3
H 0.855 -0.862 -2.011 -0.3 -0.2 1.2
H -0.100 2.280 -0.340 -0.7 -0.1 0.2
H -3.546 0.781 2.134 0.2 0.1 -0.7
```
Forces are in eV/Å.

Now the Löwdin charges, all in e:
1. C -0.212
2. C -0.134
3. C -0.163
4. C -0.139
5. O -0.397
6. O -0.170
7. Si 0.642
8. Si 0.450
9. H 0.055
10. H 0.009
11. H -0.003
12. H -0.027
13. H 0.027
14. H 0.017
15. H 0.006
16. H -0.010
17. H 0.053
18. H 0.020
19. H -0.060
20. H 0.066
21. H 0.007
22. H -0.037



No. 7
DFT (the ωB97M-V functional and the def2-TZVPD basis) results for 4 unconnected molecules or ions with the total composition C4H14O3 at a distorted geometry.

Results
- Charge: 0
- Kohn-Sham gap: 9.43 eV
- Energy relative to the best compared isomer or geometry (same formula, charge and spin): 1.3170 eV
- SMILES string: C/C=C/C.O.O.O
- 2S+1: 1

Geometry as XYZ:
```
21
Properties=species:S:1:pos:R:3:forces:R:3
C 1.955 -0.341 -1.444 0.5 0.1 0.6
C 0.626 0.307 -1.259 -1.1 0.7 -1.2
C -0.504 -0.080 -1.867 0.4 0.4 -0.6
C -1.889 0.357 -1.495 -0.1 0.5 0.0
H 2.185 -0.633 -2.464 -0.1 -0.1 -0.2
H 1.985 -1.228 -0.808 0.1 -0.2 -0.2
H 2.792 0.253 -1.062 -0.2 0.2 -0.2
H 0.494 1.304 -0.848 0.5 -0.4 1.4
H -0.444 -0.647 -2.799 0.0 -0.8 0.5
H -2.544 -0.476 -1.724 -0.3 -0.2 0.2
H -2.317 1.212 -2.033 0.4 -0.1 -0.3
H -1.970 0.627 -0.440 0.1 -0.2 0.0
H 0.295 -2.204 0.272 -0.4 -0.2 0.2
H 0.144 -2.629 1.804 -0.3 -0.2 -0.3
O 0.624 -2.094 1.169 0.7 0.5 0.2
H 1.676 1.229 2.460 -0.1 -0.2 -0.1
H 1.049 -0.078 1.873 -0.1 0.1 0.1
O 0.854 0.733 2.372 0.2 -0.1 0.0
H -2.105 2.036 3.072 -0.1 0.0 -0.1
H -0.988 1.079 2.704 -0.1 0.0 -0.3
O -1.922 1.274 2.514 0.1 0.1 0.3
```
Forces are in eV/Å.

Now the Löwdin charges, all in e:
1. C -0.107
2. C -0.196
3. C -0.189
4. C -0.106
5. H 0.074
6. H 0.052
7. H 0.072
8. H 0.110
9. H 0.102
10. H 0.063
11. H 0.074
12. H 0.066
13. H 0.034
14. H 0.052
15. O -0.046
16. H 0.054
17. H 0.019
18. O -0.059
19. H 0.026
20. H -0.013
21. O -0.081



No. 8
DFT (the ωB97M-V functional and the def2-TZVPD basis) results for 4 unconnected molecules or ions with the total composition C4H14O3 at a distorted geometry.

Results
- Charge: 0
- Kohn-Sham gap: 10.06 eV
- Energy relative to the best compared isomer or geometry (same formula, charge and spin): 2.3665 eV
- SMILES string: C=CCC.O.O.O
- 2S+1: 1

Geometry as XYZ:
```
21
Properties=species:S:1:pos:R:3:forces:R:3
C -1.219 -0.798 0.382 1.0 0.8 4.3
C -0.080 0.028 -0.110 0.0 2.5 -3.3
C 1.341 0.263 0.433 -3.0 0.1 -0.3
C 2.021 -0.730 0.912 2.7 0.1 0.4
H -1.209 -1.768 0.055 0.6 -2.7 -0.6
H -1.229 -0.794 1.523 -0.1 -0.2 -1.2
H -2.180 -0.500 0.100 -1.4 1.3 -0.6
H -0.481 1.077 -0.351 0.6 -1.4 0.6
H 0.056 -0.382 -1.145 0.3 0.5 0.4
H 1.599 1.301 0.333 0.6 0.2 0.2
H 3.063 -0.674 1.228 -0.2 0.4 0.1
H 1.672 -1.709 0.878 -0.8 -1.3 0.1
H -0.171 3.331 -1.563 -1.7 0.4 -2.7
H 1.291 3.726 -1.163 -1.9 -0.8 0.2
O 0.433 3.288 -0.885 3.7 0.5 2.4
H 0.382 -2.988 2.498 0.0 -0.5 -1.1
H -0.112 -3.738 1.186 0.4 0.3 0.6
O 0.663 -3.344 1.624 -0.6 -0.2 0.6
H -1.858 2.092 -1.545 0.0 0.5 0.6
H -1.939 0.714 -2.053 0.2 -1.3 0.2
O -2.043 1.604 -2.337 -0.3 0.9 -0.9
```
Forces are in eV/Å.

Now the Löwdin charges, all in e:
1. C -0.126
2. C -0.265
3. C -0.159
4. C -0.009
5. H 0.027
6. H 0.107
7. H 0.046
8. H 0.077
9. H 0.120
10. H 0.075
11. H 0.063
12. H 0.007
13. H -0.029
14. H 0.091
15. O -0.039
16. H 0.066
17. H 0.049
18. O -0.084
19. H 0.007
20. H 0.001
21. O -0.026



No. 9
DFT (the ωB97M-V functional and the def2-TZVPD basis) results for 3 unconnected molecules or ions with the total composition C4H14O3 at a distorted geometry.

Results
- Charge: +1
- Kohn-Sham gap (spin up / spin down): 11.30 / 3.81 eV
- Energy relative to the best compared isomer or geometry (same formula, charge and spin): 1.8136 eV
- 2S+1: 2

Geometry as XYZ:
```
21
Properties=species:S:1:pos:R:3:forces:R:3
C 2.016 -0.648 -0.230 0.1 -0.6 0.1
C 1.920 -1.133 1.238 0.4 1.9 -1.9
O 2.494 -0.076 2.004 -0.5 -1.1 0.0
H 3.021 -0.651 -0.652 0.2 -0.4 0.2
H 1.770 0.407 -0.350 -0.4 0.3 0.5
H 1.365 -1.194 -0.912 0.1 -0.3 0.1
H 2.360 -2.112 1.430 0.2 0.0 -0.1
H 0.846 -1.221 1.401 -0.5 -0.1 0.6
H 2.577 -0.428 2.894 0.3 0.3 0.4
C -2.624 1.731 0.652 -0.4 2.8 0.5
C -1.599 0.700 0.368 -1.8 -1.8 -1.3
O -0.727 0.968 -0.633 0.5 1.9 0.9
H -3.496 1.280 1.125 0.1 -0.2 -0.1
H -2.896 2.304 -0.235 -0.2 -0.5 -0.3
H -2.301 2.535 1.313 0.2 -0.1 0.3
H -2.167 -0.197 0.122 0.4 -0.7 0.0
H -1.163 0.487 1.344 1.1 -0.2 0.6
H -0.603 0.275 -1.286 0.2 -1.5 -0.8
O -0.198 -0.979 -2.814 -0.1 0.5 0.6
H -0.534 -1.737 -3.293 -0.2 -0.4 0.0
H -0.060 -0.312 -3.486 0.2 0.2 -0.4
```
Forces are in eV/Å.

Now the Löwdin charges, all in e:
1. C -0.069
2. C -0.260
3. O -0.030
4. H 0.093
5. H 0.072
6. H 0.053
7. H 0.130
8. H 0.100
9. H 0.096
10. C -0.019
11. C -0.242
12. O 0.210
13. H 0.114
14. H 0.108
15. H 0.103
16. H 0.155
17. H 0.188
18. H 0.089
19. O -0.025
20. H 0.068
21. H 0.065



No. 10
DFT (the ωB97M-V functional and the def2-TZVPD basis) results for a molecular structure, C4H14O3SSi2Sn at a distorted geometry.

Results
- Charge: +2
- Kohn-Sham gap: 1.85 eV
- 2S+1: 1

Geometry as XYZ:
```
25
Properties=species:S:1:pos:R:3:forces:R:3
C 4.880 -0.341 0.060 -0.2 0.5 -0.2
C 3.597 -1.235 0.560 0.8 -1.1 -1.1
S 2.137 -0.206 1.182 -0.2 -0.2 -0.7
C 0.976 0.229 -0.267 1.0 -1.3 -1.6
Si 0.046 1.902 -0.026 1.0 0.6 1.5
O -1.211 1.882 1.201 -0.8 -3.2 -2.5
Si -2.252 0.472 1.075 1.3 2.8 2.6
C -3.206 0.332 -0.612 0.1 0.9 -1.6
O -3.574 -1.108 -0.786 4.1 0.9 -4.2
O -4.641 -1.264 -0.048 -5.6 -1.9 3.6
H 4.732 -0.148 -1.092 0.5 -0.2 2.3
H 4.872 0.697 0.627 0.1 -2.2 -1.2
H 5.932 -0.871 0.229 -2.5 1.0 -0.3
H 3.202 -1.864 -0.351 0.8 1.1 1.9
H 3.913 -2.004 1.411 -1.0 1.9 -1.6
H 1.708 0.389 -1.197 -1.7 -0.2 1.8
H 0.284 -0.682 -0.557 1.3 1.6 0.6
H -0.456 2.444 -1.310 -0.4 -0.5 0.0
H 1.068 2.883 0.419 -0.3 -0.2 0.1
H -3.304 0.645 2.108 0.0 0.1 -0.4
H -1.580 -0.799 1.446 0.0 0.1 -0.8
H -2.571 0.622 -1.551 -1.2 -0.7 1.6
H -4.237 0.922 -0.619 1.7 -0.7 0.1
H -4.758 -2.237 0.199 0.7 1.1 -0.1
Sn -5.558 -0.662 -2.102 0.5 0.0 0.3
```
Forces are in eV/Å.

Now the Löwdin charges, all in e:
1. C -0.173
2. C -0.517
3. S 0.755
4. C -0.643
5. Si 0.523
6. O -0.440
7. Si 0.634
8. C -0.275
9. O -0.405
10. O -0.241
11. H 0.081
12. H 0.083
13. H 0.102
14. H 0.087
15. H 0.104
16. H 0.081
17. H 0.042
18. H -0.029
19. H -0.004
20. H -0.003
21. H 0.016
22. H 0.134
23. H 0.075
24. H 0.212
25. Sn 1.800